94
Properties=species:S:1:pos:R:3:forces:R:3:lowdin_spin:R:1 method="wB97M-V/def2-TZVPD" e_above_lowest_kcal_mol=3.1 homo_energy_ha="-0.2588 / -0.3105" max_force_ev_per_a=0.63 multiplicity=6 e_lumo_ev="0.275 / -2.020" total_energy_ha=-5942.58497 s2=8.78 mol_weight_g_mol=1247.5
Ir -0.1211 2.1010 -0.5618 -0.38 -0.07 -0.49 2.687
C -0.2380 1.8258 1.5367 -0.16 0.29 0.04 0.181
Si 1.3598 1.1502 2.1584 -0.03 -0.03 0.12 0.048
C 2.6626 1.8744 1.0120 0.13 0.05 -0.07 0.014
N 2.3612 1.6561 -0.4086 0.10 0.06 -0.13 0.106
C 2.5945 0.2361 -0.7674 0.03 0.04 0.02 0.006
C 2.8816 0.0556 -2.2579 0.13 0.00 0.05 0.000
C 2.1740 1.1185 -3.0618 -0.21 -0.11 0.10 0.003
C 2.7359 2.4933 -2.7016 0.02 0.05 -0.05 0.003
C 3.2021 2.5245 -1.2502 -0.02 -0.04 0.05 0.006
C 1.3254 -0.7193 2.1814 0.02 -0.14 -0.03 0.003
C 2.5125 -1.4546 2.2807 -0.05 -0.05 0.02 0.001
C 2.4927 -2.8352 2.4084 -0.04 0.02 0.01 0.000
C 1.2767 -3.5104 2.4589 0.02 0.02 0.14 0.000
C 0.0889 -2.8013 2.3711 0.08 0.03 0.20 0.000
C 0.1189 -1.4188 2.2197 0.12 -0.10 0.12 0.001
C 1.8326 1.6934 3.8830 0.05 0.03 0.12 0.008
C 3.0000 2.4083 4.1587 -0.06 0.02 0.08 0.002
C 3.3457 2.7452 5.4627 -0.04 0.00 -0.05 0.000
C 2.5227 2.3738 6.5140 -0.02 -0.02 0.01 0.001
C 1.3549 1.6637 6.2619 0.02 0.02 -0.03 0.000
C 1.0190 1.3269 4.9600 0.05 0.02 0.03 0.002
H -0.4544 2.7879 2.0113 0.02 -0.06 0.05 0.020
H -1.0955 1.1667 1.6903 -0.03 0.03 0.03 0.025
H 3.6962 1.5717 1.2330 0.01 -0.01 0.00 0.001
H 2.5994 2.9534 1.2010 0.05 0.00 0.01 0.008
H 1.7117 -0.3314 -0.4768 0.01 -0.03 -0.02 0.002
H 3.4348 -0.1553 -0.1778 -0.01 0.02 -0.04 0.002
H 2.5822 -0.9433 -2.5646 -0.05 -0.08 -0.03 0.000
H 3.9527 0.1516 -2.4582 -0.01 -0.05 0.02 0.000
H 0.3487 1.8098 -3.1324 -0.01 0.09 0.10 0.000
H 2.2832 0.9331 -4.1325 -0.01 -0.01 -0.02 0.002
H 1.9668 3.2469 -2.8824 0.03 0.00 0.01 0.002
H 3.5782 2.7242 -3.3570 0.01 -0.01 0.00 0.000
H 3.1649 3.5373 -0.8466 -0.03 0.00 -0.01 0.001
H 4.2464 2.1913 -1.1597 0.02 0.02 -0.02 0.003
H 3.4698 -0.9422 2.2714 -0.01 0.00 0.00 0.000
H 3.4223 -3.3855 2.4827 0.01 -0.01 0.00 0.000
H 1.2580 -4.5871 2.5697 0.00 -0.02 0.00 0.000
H -0.8608 -3.3175 2.4060 0.07 0.01 0.09 0.000
H -0.8215 -0.8884 2.1385 -0.01 0.03 0.04 0.001
H 3.6558 2.7164 3.3529 0.02 -0.01 -0.01 0.000
H 4.2555 3.2995 5.6553 0.00 0.00 0.00 0.000
H 2.7896 2.6349 7.5299 0.00 0.00 0.00 0.000
H 0.7097 1.3717 7.0805 0.00 0.00 0.01 0.000
H 0.1097 0.7616 4.7814 0.00 -0.01 -0.01 0.001
F -5.7081 -2.0108 -5.3858 0.05 0.00 0.07 0.000
C -4.7444 -1.8175 -4.4598 -0.04 -0.05 -0.07 0.000
C -3.9164 -2.8775 -4.1359 0.00 0.06 0.01 0.001
C -2.9242 -2.6707 -3.1898 -0.11 0.08 -0.01 0.002
C -2.7607 -1.4236 -2.5828 0.08 -0.08 -0.08 0.011
C -3.6216 -0.3868 -2.9289 -0.05 0.29 0.13 0.003
C -4.6253 -0.5767 -3.8732 0.07 -0.01 0.03 0.000
Sb -1.3041 -1.1478 -1.0458 0.12 -0.16 0.12 0.042
C 0.2306 -2.4110 -1.8443 0.15 0.00 -0.13 0.003
C 1.1506 -2.9840 -0.9612 0.00 0.12 0.05 0.001
C 2.2323 -3.7238 -1.4220 -0.09 0.06 0.00 0.000
C 2.3825 -3.8802 -2.7849 0.05 -0.03 -0.06 0.001
F 3.4291 -4.5991 -3.2439 -0.03 0.03 0.00 0.000
C 1.5060 -3.3247 -3.6954 -0.02 0.00 0.03 0.000
C 0.4306 -2.5860 -3.2142 0.01 0.02 0.08 0.001
C -2.1437 -2.6883 0.2004 -0.23 -0.02 -0.03 0.012
C -3.1052 -2.2961 1.1318 0.01 -0.06 -0.02 0.001
C -3.7396 -3.2206 1.9528 0.05 0.03 -0.03 0.000
C -3.3963 -4.5510 1.8214 -0.07 -0.07 0.11 0.000
F -4.0061 -5.4609 2.6118 0.04 0.06 -0.05 0.000
C -2.4540 -4.9854 0.9127 0.05 0.05 -0.04 0.001
C -1.8278 -4.0417 0.1076 -0.14 -0.03 -0.18 0.002
H -4.0589 -3.8374 -4.6132 0.00 0.00 -0.01 0.000
H -2.2841 -3.5020 -2.9212 0.04 -0.01 0.02 0.000
H -3.5213 0.5877 -2.4446 -0.04 -0.40 -0.15 0.002
H -5.3004 0.2209 -4.1503 -0.02 0.00 -0.01 0.000
H 1.0371 -2.8560 0.1141 0.01 -0.01 -0.29 0.000
H 2.9457 -4.1722 -0.7438 0.01 0.00 0.02 0.000
H 1.6696 -3.4712 -4.7545 -0.01 0.00 -0.01 0.000
H -0.2544 -2.1408 -3.9259 -0.02 0.01 0.00 0.000
H -3.3761 -1.2488 1.2293 0.00 0.00 -0.01 0.001
H -4.4876 -2.9267 2.6765 0.00 0.00 0.01 0.000
H -2.2205 -6.0393 0.8439 0.00 -0.01 0.00 0.000
H -1.0849 -4.3838 -0.6042 -0.01 0.03 0.02 0.000
O -1.9945 1.9163 -1.5018 0.09 -0.06 0.03 0.254
Se -1.9919 2.9609 -2.9093 -0.11 0.46 0.20 0.041
O -2.9668 4.2091 -2.5616 0.27 -0.27 -0.04 0.043
O 0.7724 1.0256 -2.7325 0.15 -0.04 -0.16 0.058
O -0.3459 3.4174 -2.5294 -0.05 0.03 -0.10 0.232
Te 0.4424 4.9202 -0.3968 -0.01 -0.05 0.04 0.918
C -1.4673 5.4580 0.1052 0.03 -0.08 0.06 0.072
C -2.4923 4.6471 0.5228 -0.15 0.05 0.02 0.061
C -3.6991 5.3600 0.7193 0.12 -0.09 -0.03 0.006
C -3.5690 6.6893 0.4399 0.00 0.01 -0.02 0.068
S -1.9915 7.0824 -0.0615 -0.01 0.13 0.00 0.021
H -2.3955 3.5776 0.6368 -0.02 0.02 0.01 0.003
H -4.6267 4.9035 1.0295 0.00 -0.01 0.01 -0.001
H -4.3289 7.4521 0.4887 -0.01 0.01 0.01 0.004

97
Properties=species:S:1:pos:R:3:forces:R:3:lowdin_charge:R:1 method="wB97M-V/def2-TZVPD" e_above_lowest_kcal_mol=0.0 homo_energy_ha=-0.2172 max_force_ev_per_a=1.49 e_lumo_ev=-0.135 total_energy_ha=-7321.58354 mol_weight_g_mol=986.2
Rb 0.5591 -1.1644 0.7856 -0.03 -0.35 1.45 0.837
C -3.5390 -2.4271 0.9244 -0.03 0.04 -0.02 -0.047
C -2.8977 -3.1178 2.0896 0.01 0.00 0.00 -0.313
C -3.3594 -4.3683 2.5031 -0.02 0.02 -0.04 -0.024
C -2.8037 -4.9630 3.6154 0.02 -0.01 0.02 -0.049
C -1.8196 -4.2781 4.3119 -0.04 -0.04 -0.01 -0.021
C -1.4085 -3.0460 3.8285 0.08 0.12 0.01 -0.231
N -1.9054 -2.4851 2.7217 -0.06 -0.02 0.02 0.154
C -0.4125 -2.2565 4.6134 0.00 -0.09 -0.03 -0.217
C -0.6623 -2.0397 5.9654 -0.03 -0.02 0.00 -0.010
C 0.2586 -1.3266 6.7081 0.03 0.03 0.00 -0.040
C 1.4084 -0.8823 6.0816 -0.03 -0.02 0.02 -0.013
C 1.5830 -1.1550 4.7290 0.13 0.04 -0.07 -0.213
N 0.6807 -1.8104 3.9956 -0.02 0.04 -0.01 0.160
C 2.8449 -0.7164 4.0591 -0.19 -0.03 0.03 -0.222
C 4.0539 -0.8498 4.7244 0.03 0.02 -0.02 -0.019
C 5.2053 -0.4059 4.0934 0.03 -0.02 0.04 -0.047
C 5.1013 0.1546 2.8385 -0.02 0.04 -0.03 -0.020
C 3.8480 0.2432 2.2329 0.00 -0.04 0.08 -0.311
C 3.7125 0.8138 0.8556 0.00 0.06 -0.08 -0.036
N 2.7395 -0.1939 2.8342 0.09 -0.01 -0.08 0.123
H -4.6217 -2.5524 0.9564 0.00 -0.01 0.00 0.087
H -3.1861 -2.8395 -0.0225 0.01 0.00 0.01 0.054
H -3.3042 -1.3640 0.9396 0.01 -0.03 -0.01 0.062
H -4.1578 -4.8476 1.9522 -0.01 -0.01 0.00 0.117
H -3.1414 -5.9351 3.9499 0.00 -0.01 0.01 0.111
H -1.3725 -4.6886 5.2066 0.01 -0.01 0.01 0.117
H -1.5775 -2.4087 6.4074 0.00 0.00 0.01 0.119
H 0.0832 -1.1150 7.7545 -0.01 -0.01 0.01 0.113
H 2.1557 -0.3157 6.6189 -0.01 0.00 0.01 0.115
H 4.0935 -1.3055 5.7035 0.00 -0.01 0.01 0.114
H 6.1680 -0.4997 4.5789 0.01 0.00 0.00 0.112
H 5.9744 0.5217 2.3161 0.01 0.00 0.00 0.117
H 4.3410 1.6959 0.7291 0.02 -0.01 0.02 0.092
H 2.6845 1.0851 0.6309 0.00 0.01 0.02 0.056
H 4.0334 0.0787 0.1140 -0.01 -0.03 0.00 0.086
C 0.2433 8.9522 3.4073 -0.03 -0.03 0.02 -0.077
C -0.0761 7.6556 2.7014 0.06 0.13 0.07 -0.752
O 0.4657 7.3196 1.6870 -0.04 -0.10 -0.03 0.040
S -1.3376 6.6986 3.5374 0.04 0.09 -0.05 1.017
C -1.4331 5.2781 2.4909 -0.03 -0.16 -0.03 -0.539
C -1.0621 4.0397 3.0015 0.03 0.03 0.00 -0.092
C -1.1602 2.9045 2.2139 0.02 -0.01 0.11 -0.022
C -1.6202 2.9980 0.9033 0.00 0.04 -0.27 -0.228
C -1.9862 4.2469 0.3929 0.04 0.01 0.03 -0.002
C -1.9016 5.3765 1.1846 -0.02 0.04 -0.01 -0.078
C -1.7023 1.8442 0.0571 -0.18 -0.11 0.20 -0.059
C -1.8136 0.8948 -0.6815 0.19 0.01 -0.01 -0.248
H 0.0646 9.7701 2.7104 0.01 0.01 0.00 0.089
H 1.3032 8.9444 3.6594 0.01 0.02 0.00 0.088
H -0.3449 9.1058 4.3099 -0.02 -0.04 -0.01 0.061
H -0.6882 3.9681 4.0143 -0.01 0.00 0.02 0.102
H -0.8731 1.9416 2.6179 -0.01 -0.01 -0.03 0.115
H -2.3273 4.3121 -0.6314 -0.01 0.00 -0.01 0.127
H -2.1873 6.3395 0.7835 0.00 0.01 0.02 0.115
C 3.0151 1.3346 -2.6672 -0.03 -0.01 -0.02 -0.017
O 1.8970 0.6150 -3.1896 -0.01 0.06 0.02 -0.017
C 0.9700 0.2456 -2.3112 -0.16 -0.08 -0.13 -0.469
O 1.0826 0.4467 -1.1179 0.21 0.36 -0.64 -0.132
C -0.2043 -0.4687 -3.0008 0.24 -0.12 0.28 -0.418
C -0.6147 0.1637 -4.2633 -0.17 0.11 -0.22 -0.407
As 0.0952 -0.6458 -5.8335 0.10 -0.04 -0.02 1.280
C -1.4779 -1.4959 -6.6597 -0.03 0.03 0.00 -0.304
C 0.4848 -2.1662 -4.6377 -0.06 -0.11 0.03 -0.245
C 0.2621 -1.8907 -3.3547 0.01 -0.06 0.10 -0.159
As -1.6269 -0.7652 -1.5489 -0.16 -0.09 -0.43 1.211
C -3.1853 -0.8833 -2.6988 -0.06 0.16 0.04 -0.255
C 0.4202 -2.9055 -2.2602 -0.08 0.20 -0.07 -0.515
O 1.1585 -2.7991 -1.2991 0.12 -0.04 -0.25 -0.045
O -0.3965 -3.9401 -2.4290 0.06 0.00 0.04 -0.011
C -0.3765 -4.9227 -1.3857 -0.01 0.00 -0.06 -0.012
C 0.9439 -3.4910 -5.1438 -0.04 0.09 0.13 -0.511
O 0.2043 -4.3969 -5.4100 0.02 0.03 -0.11 0.130
O 2.2746 -3.6340 -5.3356 -0.01 0.00 0.02 -0.023
C 3.1603 -2.5919 -4.9041 -0.04 -0.08 -0.07 -0.050
C -1.3137 1.3686 -4.3083 0.08 -0.05 -0.05 -0.578
O -1.7940 2.0099 -3.3713 0.02 0.03 0.05 0.006
O -1.4781 1.8124 -5.6193 0.01 0.01 0.02 -0.138
C -2.2716 2.9751 -5.7768 0.00 0.00 -0.05 -0.088
H 3.5759 1.6706 -3.5341 0.01 0.00 0.01 0.099
H 3.6272 0.6807 -2.0480 0.03 0.00 0.00 0.079
H 2.6798 2.1859 -2.0768 -0.01 -0.01 0.00 0.104
H -1.9666 -0.7432 -7.2776 -0.02 -0.01 0.01 0.012
H -2.1591 -1.8428 -5.8847 -0.02 -0.02 -0.03 0.022
H -1.1655 -2.3308 -7.2865 -0.01 -0.01 -0.01 0.015
H -3.6476 -1.8598 -2.5684 -0.03 0.02 -0.05 0.017
H -2.8369 -0.7483 -3.7253 -0.01 -0.02 -0.01 0.016
H -3.8814 -0.0857 -2.4524 -0.03 -0.02 0.00 0.036
H -0.6639 -4.4684 -0.4362 0.01 0.00 -0.01 0.089
H 0.6156 -5.3607 -1.2936 -0.01 -0.01 0.01 0.102
H -1.1030 -5.6713 -1.6849 0.03 -0.01 0.01 0.100
H 4.1517 -2.9227 -5.2011 0.00 0.02 0.01 0.094
H 3.1177 -2.4747 -3.8210 0.02 0.03 0.00 0.091
H 2.9245 -1.6454 -5.3904 0.00 0.01 0.02 0.072
H -3.3356 2.7244 -5.7630 0.00 0.02 0.04 0.087
H -2.0128 3.3942 -6.7480 -0.02 0.00 0.00 0.083
H -2.0716 3.6983 -4.9879 0.00 0.00 -0.01 0.081

96
Properties=species:S:1:pos:R:3:forces:R:3:lowdin_spin:R:1 method="wB97M-V/def2-TZVPD" homo_energy_ha="-0.1594 / -0.1595" total_charge=-1 max_force_ev_per_a=4.64 multiplicity=2 e_lumo_ev="1.483 / 1.483" total_energy_ha=-3191.70866 s2=0.75 mol_weight_g_mol=889.0
Ce 0.2264 -17.8478 -3.3413 -0.55 -0.96 1.24 1.011
N -1.2892 -19.2818 -1.4040 0.25 -0.53 -0.10 -0.001
C -2.3541 -18.3968 -0.9596 -0.04 -1.25 1.98 0.000
C -1.8037 -17.1877 -0.2996 1.59 1.77 -0.37 0.000
N -0.5148 -16.7289 -0.9849 -2.66 0.38 -0.19 -0.001
C -0.3852 -15.2389 -0.9845 1.83 -1.61 0.19 0.000
C 0.9409 -14.9703 -1.7736 -0.35 0.20 2.83 0.001
N 1.8317 -16.1212 -2.0251 0.93 1.42 -0.34 0.000
H -1.7099 -19.7854 -2.1631 0.48 -0.43 -0.26 0.000
H -1.0213 -19.9916 -0.7109 -0.06 0.58 -0.27 0.000
H -2.9942 -18.9385 -0.2201 -0.07 0.50 -0.65 0.000
H -2.9228 -18.0610 -1.7970 -0.43 -0.13 -0.59 0.000
H -1.6479 -17.2001 0.7753 0.17 -0.61 0.29 0.000
H -2.5300 -16.4048 -0.4279 -0.30 0.58 -0.18 0.000
H 0.2463 -17.1431 -0.4727 0.39 -0.01 0.15 0.000
H -0.3221 -14.9640 0.0748 -0.11 0.69 -0.20 0.000
H -1.1730 -14.7070 -1.5389 -0.06 -0.58 0.54 0.000
H 1.5071 -14.1833 -1.2799 -0.06 0.28 0.11 0.000
H 0.6012 -14.5836 -2.6643 -0.26 0.72 -2.34 0.000
H 2.4228 -16.2843 -1.1925 -0.48 -0.13 -0.57 0.000
H 2.4647 -15.6253 -2.6942 -0.23 -1.30 0.31 0.000
S 2.2827 -19.2646 -1.8193 -0.31 0.98 0.32 -0.002
C 2.0603 -20.9388 -1.9319 -0.66 0.00 0.39 0.000
N 2.8053 -21.6741 -1.2149 1.56 -1.20 1.02 0.000
N 2.8314 -23.0585 -1.4914 -0.18 -1.92 -0.95 0.000
C 2.0973 -24.0594 -0.8532 0.26 2.31 1.07 0.000
C 2.4066 -25.4344 -0.9754 -0.72 0.86 -0.61 0.000
C 1.7746 -26.3260 -0.1339 1.12 -2.03 -0.20 0.000
C 0.9551 -25.9018 0.8773 -1.51 0.20 -0.51 0.000
C 0.5038 -24.5770 0.8128 -0.20 0.32 1.97 0.000
C 1.1148 -23.6002 0.0779 0.72 -0.81 -1.15 0.000
N 1.0653 -21.6206 -2.6876 -0.34 0.18 -0.92 0.000
N 0.4567 -20.9405 -3.5214 -0.66 0.32 -0.40 0.000
C -0.4232 -21.7430 -4.3666 1.41 -0.69 -0.71 0.000
C -1.2208 -21.1590 -5.3764 -0.12 -1.03 1.02 0.001
C -2.0755 -21.9820 -6.1305 0.76 0.99 -0.08 0.000
C -2.0220 -23.3673 -5.9562 -1.50 -0.76 -0.78 0.000
C -1.0801 -23.9493 -5.1506 0.74 -0.10 1.90 0.000
C -0.2226 -23.1262 -4.3734 -0.60 -2.35 0.81 0.000
H 3.7584 -23.3913 -1.7084 0.10 0.53 -0.03 0.000
H 2.9974 -25.8005 -1.8050 0.28 0.17 0.09 0.000
H 1.9675 -27.4431 -0.2544 -0.10 1.63 0.20 0.000
H 0.5076 -26.6357 1.5333 -0.14 0.16 0.09 0.000
H -0.2494 -24.2056 1.5086 0.04 -0.42 0.10 0.000
H 0.9245 -22.5298 0.2519 0.03 -0.72 -0.43 0.000
H -1.2288 -20.0857 -5.4439 -0.18 0.31 -0.18 0.001
H -2.7002 -21.4521 -6.8655 0.02 -0.68 0.44 0.000
H -2.7791 -24.0847 -6.3681 0.68 1.12 -0.10 0.000
H -1.1225 -25.0451 -4.8920 0.26 1.24 -0.72 0.000
H 0.4450 -23.7329 -3.6598 -0.84 1.71 -1.08 0.000
C 2.5354 -20.5718 -6.8111 0.05 -0.11 -0.02 0.000
C 3.0439 -20.1237 -5.6167 0.29 0.11 1.40 0.000
C 2.5685 -18.9246 -5.0436 0.03 1.37 -0.32 0.000
C 1.6160 -18.0843 -5.6805 0.48 -0.62 -1.42 0.000
C 1.0737 -18.6407 -6.8641 0.17 0.24 0.02 0.000
C 1.5164 -19.8214 -7.4017 -0.08 -0.71 -1.84 0.000
N 1.1508 -16.8634 -5.1501 1.92 -1.67 1.41 -0.005
N 0.8083 -15.8452 -5.9599 -0.91 1.11 -1.95 -0.001
C -0.5416 -15.3812 -5.5686 -0.59 -1.23 0.12 0.000
C -1.6187 -15.2977 -6.5939 -1.07 0.60 0.02 0.000
C -2.9263 -15.0466 -6.3174 0.40 -0.31 -2.40 0.000
C -3.7487 -14.9358 -5.1111 -1.12 0.31 1.94 0.000
C -3.2285 -14.5435 -3.7151 1.55 -1.33 -1.76 0.000
C -1.2588 -15.7428 -4.2725 -0.46 -0.70 0.15 -0.001
H 2.9580 -21.4452 -7.3046 -0.25 0.08 0.15 0.000
H 3.8290 -20.6869 -5.0502 -0.72 0.57 -0.70 0.000
H 3.0588 -18.4766 -4.1857 0.13 -0.41 -0.02 0.000
H 0.3604 -18.0712 -7.4128 -0.57 0.43 -0.24 0.000
H 1.1300 -20.1620 -8.4165 0.33 0.50 1.48 0.000
H -1.3108 -15.2548 -7.6387 -0.08 -0.22 0.15 0.000
H -3.5562 -14.9998 -7.2318 0.44 0.20 0.59 0.000
H -4.8315 -14.6188 -5.2305 1.47 -0.55 -0.28 0.000
H -3.8543 -13.9292 -3.0819 0.04 -0.26 0.14 0.000
C -2.3973 -16.7307 -4.1770 0.31 2.62 -0.31 0.000
C -2.2751 -18.0314 -4.1635 -1.36 -2.75 0.15 -0.003
C -3.5658 -18.8586 -4.1394 -1.56 0.23 -2.13 0.000
C -3.6723 -20.0854 -3.4859 -0.59 0.60 -0.50 0.000
C -4.7467 -20.9664 -3.6392 -1.25 0.26 -1.15 0.000
C -5.7746 -20.6480 -4.5405 0.74 -0.52 1.10 0.000
C -5.7566 -19.4224 -5.2064 -0.49 -2.05 0.92 0.000
C -4.7529 -18.5622 -5.0171 3.44 0.77 1.68 0.000
H -2.8936 -20.3189 -2.8214 0.48 -0.89 0.46 0.000
H -4.8548 -21.9275 -3.1473 0.51 0.16 0.28 0.000
H -6.6193 -21.3234 -4.6638 0.21 0.04 -0.03 0.000
H -6.6062 -19.2585 -5.7993 -0.84 0.82 -1.00 0.000
H -4.8136 -17.6158 -5.4914 0.30 0.75 -0.42 0.000
N -2.1025 -11.6328 -3.0584 1.21 -1.99 -0.78 0.000
C -1.0607 -12.0722 -3.9640 -0.16 3.18 1.03 0.000
O -0.2500 -11.2252 -4.3278 -0.01 0.90 0.11 0.000
C -0.9083 -13.3644 -4.3432 -0.05 -4.63 -0.28 0.000
C -1.6913 -14.4812 -3.9101 -2.09 1.18 0.25 0.001
N -3.6404 -15.9729 -4.0499 -0.18 1.09 1.06 0.000
C 0.0720 -14.1426 -5.1636 1.59 1.91 -0.15 0.000
N 1.3208 -14.4267 -5.4976 -1.51 -0.42 1.09 0.000
H -2.0741 -10.6611 -2.9798 -0.15 1.55 0.10 0.000
H -2.9870 -12.0852 -2.9179 0.10 -0.11 -0.27 0.000